Record 1
70
Properties=species:S:1:pos:R:3:forces:R:3:mulliken_charge:R:1 method="wB97M-V/def2-TZVPD" smiles=OCCO.OCCO.OCCO.OCCO.CO.CO.CO.CO.CO lumo_ev=0.24 de_lowest_kj_mol=177.50 total_energy_ev=-40805.97189 mol_weight_g_mol=408.48
C 0.8863 2.2758 4.3068 -0.98 -0.14 1.39 -0.778
O 0.9071 1.6828 3.0423 0.28 0.37 -0.60 -0.396
H 0.0549 1.9573 4.9510 -0.08 -0.54 -0.26 0.284
H 1.7756 2.0632 4.9042 0.28 0.17 -0.28 0.303
H 0.6721 3.3468 4.2990 0.59 0.13 -0.65 0.274
H 0.4012 0.8675 2.9819 -0.17 -0.14 0.29 0.231
C -1.0433 -0.3529 -3.2296 1.24 -0.08 1.39 0.022
O -1.4210 0.1899 -4.4805 0.00 -0.40 0.28 -0.545
H -1.0685 0.3840 -2.4235 -0.53 0.13 -0.09 -0.291
H -1.5873 -1.2262 -2.8737 -0.73 0.20 -0.61 0.184
H -0.0100 -0.7156 -3.1401 0.23 0.08 -0.95 0.340
H -1.2993 1.1385 -4.4075 -0.05 0.01 -0.13 0.332
C 4.5064 -1.8074 0.1811 -0.22 -0.24 -1.20 -0.492
O 3.7111 -2.4799 1.1598 0.15 0.36 -0.10 -0.504
H 5.5329 -1.7090 0.5284 -0.03 0.30 -0.12 0.383
H 4.5039 -2.3763 -0.7529 0.16 -0.51 0.33 0.239
H 4.0575 -0.8755 -0.1775 0.20 0.38 0.73 0.101
H 4.1074 -2.2214 1.9961 -0.37 -0.14 0.22 0.289
C 0.9485 -0.5391 -0.1413 -0.83 0.73 0.41 -0.052
O 1.0202 -1.9548 0.0597 0.33 0.83 -0.10 -0.642
H 1.6801 -0.0765 0.5218 -0.05 0.33 -0.20 0.472
H 1.0578 -0.1609 -1.1601 0.53 -0.63 -0.17 -0.172
H -0.0391 -0.1564 0.1353 -0.03 -0.23 0.30 -0.186
H 1.9020 -2.0064 0.4544 0.02 -1.04 0.19 0.304
C -0.2162 -1.5385 4.1981 -0.14 -0.93 1.31 -0.724
O -0.4708 -1.0935 2.9152 0.04 2.19 -0.73 -0.261
H -0.9422 -2.2736 4.5613 0.26 -0.35 -0.26 0.325
H 0.8148 -1.8835 4.3286 -0.14 -0.37 -0.22 0.284
H -0.3189 -0.7451 4.9464 -0.09 0.47 -0.55 0.213
H -0.8305 -1.6280 2.2099 0.19 -0.91 0.48 0.202
C -4.2369 -0.6666 -0.7515 1.67 -0.58 -0.29 -0.734
C -3.4560 -1.1169 0.4654 0.43 -0.52 -0.80 0.114
O -3.6242 -0.2037 1.5429 0.09 -0.92 -0.09 -0.619
O -3.4337 0.2727 -1.5224 -1.58 0.06 0.92 -0.343
H -5.2030 -0.2915 -0.4162 -0.05 0.22 -0.28 0.372
H -4.3133 -1.5261 -1.4203 -0.61 -0.24 0.24 0.400
H -2.4037 -1.2663 0.1837 0.18 0.72 -0.10 -0.203
H -3.6980 -2.1612 0.6942 -0.81 0.23 0.47 0.503
H -3.4098 -0.7198 2.3269 0.02 0.51 0.29 0.279
H -4.1296 0.7176 -2.0214 0.55 0.44 -0.31 0.221
C -1.4567 4.2068 0.4324 -0.89 0.01 -0.26 -0.411
C -1.8032 2.7293 0.5338 -1.44 -1.05 -0.19 0.607
O -3.1651 2.5581 0.9747 0.04 0.96 0.19 -0.664
O -2.4481 4.9189 -0.3228 -0.28 -0.28 0.16 -0.546
H -0.5466 4.4277 -0.1284 0.62 -0.62 0.72 0.148
H -1.4638 4.5591 1.4675 0.39 0.30 -0.07 0.315
H -1.2055 2.2126 1.2879 0.73 0.32 -0.26 0.134
H -1.7994 2.1651 -0.4044 0.78 0.37 -0.29 -0.200
H -3.3508 1.6118 1.0235 0.19 0.07 0.10 0.335
H -2.2617 5.8521 -0.1930 -0.10 0.03 -0.06 0.303
C 0.5005 -5.1084 -1.7249 -0.08 1.41 1.98 -0.348
C -0.9377 -5.3791 -1.2581 0.97 -1.72 -0.38 -0.202
O -1.7803 -5.7336 -2.3410 -0.92 0.86 0.26 -0.528
O 0.6495 -3.7214 -1.9859 0.21 -0.08 -0.94 -0.448
H 0.8800 -5.6813 -2.5682 -0.47 -0.05 -0.20 0.344
H 1.1401 -5.3455 -0.8636 0.16 -0.26 -0.09 0.253
H -1.2926 -4.5362 -0.6674 -0.34 0.40 -0.74 0.108
H -0.9403 -6.1800 -0.5052 0.13 -0.32 -0.17 0.300
H -1.4359 -6.4890 -2.8195 0.29 -0.05 0.20 0.315
H 0.7220 -3.2039 -1.1653 0.04 -0.18 -0.09 0.477
C 2.7386 3.2396 -1.0589 1.12 0.80 0.32 -0.290
C 3.0084 4.4104 -2.0828 -1.41 -1.08 0.32 -0.451
O 4.3414 4.8340 -2.1585 0.36 -0.24 0.28 -0.520
O 3.2244 1.9459 -1.3942 -0.18 0.34 -0.96 -0.441
H 1.6818 3.1124 -0.8076 -0.11 0.66 -0.12 0.180
H 3.2993 3.4966 -0.1582 -0.26 0.12 0.14 0.302
H 2.3793 5.2545 -1.7837 -0.03 -0.01 0.26 0.245
H 2.5976 4.1017 -3.0502 0.25 -0.06 -0.19 0.357
H 4.6284 4.8891 -3.0711 -0.05 -0.09 -0.03 0.315
H 2.7118 1.7288 -2.1831 0.30 -0.50 0.00 0.283

***

Record 2
78
Properties=species:S:1:pos:R:3:forces:R:3:mulliken_charge:R:1 method="wB97M-V/def2-TZVPD" lumo_ev="2.56 / 2.55" multiplicity=3 s2=2.004 total_charge=-1 de_lowest_kj_mol=694.58 total_energy_ev=-80958.39757 mol_weight_g_mol=500.71
Ni 2.3386 0.2880 1.1136 1.30 -0.44 0.30 0.109
B 0.7870 1.4643 2.0375 -0.42 0.29 0.00 2.386
H 1.3898 0.8044 2.6420 1.43 -2.43 2.93 0.067
H 1.5656 2.1130 1.6672 2.15 3.02 -1.67 -0.488
H 0.2977 0.9126 1.2498 -2.16 -1.54 -2.70 -0.511
H 0.1178 2.0515 2.6471 -2.29 1.55 2.31 -1.529
B 4.0681 -0.6734 2.2913 0.79 -0.60 -0.27 0.982
H 5.0826 -0.4206 2.5577 3.78 1.77 0.52 -0.308
H 3.3317 0.0671 2.5626 -2.74 3.54 1.37 -0.439
H 3.9303 -1.0007 1.2724 -0.05 -1.47 -3.87 -0.360
H 3.8506 -1.4723 2.9831 -1.25 -3.32 2.41 -0.397
B 2.1222 -0.0672 -0.9699 0.28 -0.43 -0.90 2.723
H 1.5691 0.7902 -0.6189 -2.58 3.48 1.14 -0.726
H 1.9561 -0.8914 -0.2936 -0.66 -3.49 1.94 -0.376
H 1.8351 -0.3634 -1.9669 -1.20 -0.99 -3.60 -0.517
H 3.1534 0.2460 -0.9162 3.90 0.84 -0.24 -0.476
C -1.4869 -0.9578 -0.6980 -0.68 1.11 -0.78 -1.204
C -2.0832 -2.1081 -1.4708 -1.41 -1.35 0.78 2.122
C -3.5302 -1.7012 -1.9339 1.15 -1.44 -0.85 -1.268
C -3.5670 -1.0432 -3.2775 0.68 1.22 -0.19 -0.724
C -2.6627 -1.7621 -4.3226 -1.86 0.77 0.49 -1.518
C -1.2019 -1.9327 -3.9467 -0.05 -1.39 0.64 1.914
N -1.1993 -2.5676 -2.5709 -3.63 -0.28 -1.94 0.148
O 0.0087 -2.9375 -2.1054 1.45 0.25 0.21 -0.491
C -0.6602 -2.9707 -4.9941 0.62 -0.17 0.21 -1.979
C -0.4675 -0.5856 -4.0708 -0.33 0.48 -0.95 -1.538
C -2.3317 -3.2952 -0.4746 0.89 -0.02 0.05 -1.998
H -0.4123 -1.0286 -0.5297 -0.18 0.13 0.43 -0.545
H -2.0862 -0.6911 0.1725 0.53 -0.68 0.36 0.052
H -1.7080 -0.1073 -1.3429 0.65 0.53 -0.13 0.339
H -4.1218 -2.5665 -2.2330 0.14 -0.84 1.12 0.365
H -4.0478 -1.1804 -1.1283 0.07 0.13 -0.11 0.381
H -3.2908 0.0047 -3.1608 0.11 0.29 -0.40 0.329
H -4.6197 -1.0838 -3.5573 0.05 0.29 -0.59 0.439
H -2.7450 -1.1993 -5.2524 0.25 0.11 -0.09 0.552
H -3.1811 -2.6933 -4.5512 0.42 -0.50 0.20 0.394
H -0.9689 -2.7300 -6.0114 -0.03 0.47 -0.02 0.389
H 0.4225 -3.0955 -5.0127 0.19 0.58 0.19 0.388
H -0.9690 -4.0087 -4.8701 -0.66 0.16 0.62 0.415
H -0.5290 0.0754 -3.2062 0.45 -0.42 0.21 0.181
H 0.5215 -0.6385 -4.5259 0.36 -0.30 0.85 0.393
H -0.9688 -0.0059 -4.8459 -0.42 0.04 -0.17 0.383
H -2.9373 -2.9961 0.3809 -0.18 0.36 -0.12 0.357
H -1.3862 -3.6213 -0.0411 0.22 0.04 -0.04 0.322
H -2.7836 -4.1958 -0.8903 -0.10 0.21 -0.49 0.445
H 0.3726 -2.0719 -1.9055 1.56 0.15 0.51 0.325
C 0.5669 -2.2343 2.2672 2.35 1.12 0.43 0.267
O 1.3699 -1.4407 1.8208 0.04 0.58 -1.12 -0.658
N -0.4940 -1.9684 2.9339 -4.63 3.15 1.93 -0.275
N 0.8478 -3.4863 2.3690 1.70 -4.09 -0.85 -0.500
H -0.6595 -0.9799 3.0586 -0.45 -0.15 0.13 0.248
H -0.9157 -2.6136 3.5866 0.14 0.37 -0.29 0.167
H 1.7831 -3.6683 2.0342 -0.30 -1.00 0.05 0.315
H 0.1144 -4.1189 2.6555 0.88 -0.38 -0.34 0.153
C -0.0707 4.9799 1.6372 0.22 4.52 1.59 0.316
O -0.2174 6.1833 1.4163 -0.03 0.97 0.49 -0.780
N 0.3967 4.4777 2.7678 0.38 1.10 1.35 -0.191
N -0.3543 4.1207 0.7594 -1.25 -4.15 -4.02 -0.182
H 0.8026 5.2436 3.2862 0.36 -0.94 0.66 0.225
H 0.5335 3.4770 2.7699 0.77 0.33 0.93 0.275
H -1.0092 4.3883 0.0385 0.41 -0.48 -0.01 0.218
H -0.0478 3.1910 1.0080 -0.70 -0.58 -0.99 0.104
C 3.9567 3.1573 0.6091 -2.02 -1.65 0.14 0.564
O 3.6139 1.9964 0.5663 0.46 -1.79 -0.03 -0.665
N 5.2023 3.5306 0.7629 2.97 0.67 0.22 -0.484
N 3.0521 4.1095 0.5241 -0.25 2.16 -0.03 -0.287
H 5.8808 2.7833 0.7965 -0.03 0.34 0.21 0.272
H 5.4490 4.4908 0.9558 0.18 -0.46 -0.08 0.147
H 3.4828 5.0208 0.4600 -1.31 0.28 -0.25 0.163
H 2.1072 3.8513 0.2781 0.14 0.48 0.02 0.166
C -2.7155 0.6117 3.2182 1.56 1.41 -2.09 0.326
O -3.6113 -0.1006 3.3635 -6.11 -4.47 2.30 -0.680
N -2.3234 0.9624 2.0391 0.88 1.21 -4.59 -0.127
N -1.9421 1.1707 4.0772 2.23 1.38 5.19 -0.230
H -2.9136 0.7147 1.2579 0.67 0.13 0.09 0.326
H -1.4162 1.4054 2.0102 -0.37 -0.01 -1.38 0.006
H -2.1698 1.0321 5.0514 0.60 0.10 -0.15 0.209
H -1.0736 1.5593 3.7386 -0.03 0.16 0.86 0.082

***

Record 3
78
Properties=species:S:1:pos:R:3:forces:R:3:mulliken_charge:R:1 method="wB97M-V/def2-TZVPD" smiles="NC(N)=O.NC(N)=O.NC(N)=O.CCO.CCO.CO.CO.CO.CO.CO.CO" lumo_ev=-0.27 de_lowest_kj_mol=218.80 total_energy_ev=-45716.73367 mol_weight_g_mol=464.56
C -23.8683 -8.0671 -2.0523 -1.45 -2.00 1.31 0.411
C -23.5953 -8.1835 -3.5187 1.55 -1.50 -0.46 0.329
O -24.4133 -7.4629 -4.4216 -0.79 -0.21 1.21 -0.716
H -23.9476 -7.0582 -1.7106 -0.14 0.78 0.31 -0.570
H -23.1205 -8.6342 -1.3887 -0.73 0.91 -1.42 -0.257
H -24.8376 -8.6366 -1.8353 0.98 1.11 -0.06 0.440
H -23.6007 -9.2768 -3.6816 -0.31 0.22 -0.53 0.059
H -22.5458 -7.9432 -3.6504 0.45 0.44 -0.38 -0.299
H -24.0620 -7.4709 -5.3317 0.50 0.29 0.05 0.372
C -22.6126 -12.5250 -3.0166 0.11 0.12 -1.50 -0.791
C -21.4138 -12.3695 -4.0266 -0.24 -2.12 1.35 -0.229
O -20.9097 -11.0994 -4.0107 -0.13 1.85 -2.43 -0.202
H -22.2658 -12.2092 -2.0576 0.24 0.43 0.73 0.013
H -23.0000 -13.5269 -2.8635 0.26 -0.39 -0.36 0.449
H -23.4668 -11.9190 -3.3231 0.06 0.21 0.02 0.231
H -21.6415 -12.6091 -5.0887 0.14 -0.36 0.89 0.220
H -20.5698 -12.9350 -3.5484 -0.82 -0.87 -1.05 0.290
H -20.7980 -10.9070 -3.1081 0.21 1.02 2.02 0.062
C -19.1481 -7.3133 -3.9203 -3.54 -1.64 11.29 -0.370
O -19.7011 -8.2122 -2.9764 2.74 5.68 -5.56 -0.638
N -18.7562 -7.6353 -5.0403 5.75 -5.49 -7.92 -0.223
N -18.9898 -5.9721 -3.6998 1.03 0.34 0.63 -0.444
H -18.7622 -8.6632 -5.4064 -0.11 2.32 1.53 0.363
H -17.9259 -7.1173 -5.4223 -1.50 -0.57 0.22 0.246
H -19.3947 -5.5872 -2.8739 0.26 0.15 1.20 0.243
H -18.4128 -5.3018 -4.2548 -0.80 -1.39 0.48 0.254
C -19.5161 -11.1794 -1.1226 -2.36 -3.80 6.27 0.498
O -19.7087 -12.0998 -0.1301 0.70 4.03 -4.36 -0.759
N -18.4204 -11.1533 -1.8160 5.05 -2.30 -1.58 -0.303
N -20.3558 -10.1988 -1.3975 -2.89 0.50 1.08 0.181
H -17.7016 -11.9002 -1.5497 -1.75 1.51 -0.76 0.305
H -18.4654 -10.8929 -2.7958 0.13 0.11 0.35 0.244
H -21.2051 -10.1536 -0.7501 1.21 0.06 -1.10 -0.221
H -20.1323 -9.4430 -2.0647 -0.04 -0.58 0.85 0.658
C -21.7796 -6.3575 -5.9438 -5.18 -0.04 -3.00 0.377
O -23.0494 -6.4468 -6.5388 5.09 1.04 3.31 -0.816
N -20.8499 -7.1014 -6.4787 1.82 -3.32 -1.76 -0.489
N -21.2992 -5.5490 -4.9891 -1.36 1.71 1.75 -0.238
H -21.1278 -7.8508 -7.1742 -0.02 1.40 1.27 0.394
H -20.0052 -7.3732 -5.9100 -2.15 1.11 -1.66 0.506
H -21.9459 -4.9350 -4.4436 0.26 -1.11 -0.88 0.335
H -20.4099 -5.7562 -4.4844 -1.60 0.40 -1.42 0.362
C -24.6956 -7.9616 2.3453 1.08 0.15 0.60 -0.792
O -24.0087 -8.0102 1.1066 -1.00 -3.17 0.52 -0.484
H -25.4940 -7.1997 2.3612 -0.39 -1.07 -0.28 0.267
H -23.9881 -7.5373 3.0477 0.22 -0.11 0.67 0.318
H -24.8537 -9.0206 2.6481 -0.71 1.01 -0.18 0.253
H -23.8836 -7.1516 0.8385 0.68 3.31 -1.11 0.225
C -21.1816 -5.9182 -1.3606 -1.35 0.58 1.28 -0.753
O -19.9816 -5.2531 -1.0859 1.72 1.17 1.83 -0.673
H -20.9522 -6.8645 -1.0552 -0.06 -3.35 -0.46 0.587
H -21.5387 -5.7982 -2.3786 0.28 -0.05 0.00 -0.111
H -21.9984 -5.7048 -0.6583 -0.04 0.94 -0.24 0.692
H -19.6244 -5.5659 -0.1851 -0.88 0.69 -2.30 0.363
C -22.4060 -10.2881 -6.9692 -1.12 -1.03 1.59 -0.322
O -21.4476 -9.4882 -7.6266 -0.43 0.22 -0.54 -0.513
H -22.6254 -10.0065 -5.8841 0.65 0.14 -1.64 -0.018
H -21.9548 -11.2614 -6.9516 0.03 -0.88 0.49 0.252
H -23.3799 -10.4544 -7.4857 0.59 0.82 0.04 0.320
H -21.4657 -9.8288 -8.5246 0.31 0.31 -0.22 0.266
C -24.4507 -4.0428 -4.4234 -1.23 -1.28 -2.12 -0.834
O -23.6756 -4.9416 -3.7118 2.12 3.02 2.06 -0.505
H -24.1330 -3.0157 -4.3955 0.90 0.17 -0.26 0.286
H -25.4287 -4.0125 -4.0205 -1.38 0.08 0.66 0.322
H -24.5993 -4.5180 -5.4447 0.41 1.34 0.60 0.253
H -24.0008 -5.7835 -3.8847 -1.07 -3.01 -0.80 0.495
C -24.2924 -4.3297 0.1489 0.33 1.47 1.90 -0.648
O -23.8759 -5.0364 1.3189 1.03 0.14 0.11 -0.484
H -25.2986 -4.0842 0.2814 -1.72 0.96 0.55 0.369
H -24.3553 -4.8855 -0.6981 0.67 -2.37 -2.38 0.142
H -23.7391 -3.4347 -0.1086 0.36 0.13 0.34 0.335
H -23.2106 -4.5255 1.8257 -0.70 -0.42 -0.67 0.279
C -23.1821 -11.4228 0.7631 0.40 0.61 -0.95 -0.910
O -22.5467 -10.2159 0.3847 -1.04 1.89 0.13 -0.548
H -23.4987 -11.2135 1.7527 -1.32 -0.49 0.98 0.441
H -22.3985 -12.1427 0.8712 0.32 -0.82 -0.39 0.316
H -23.9482 -11.6809 -0.0057 0.28 -0.21 0.95 0.171
H -23.1819 -9.4728 0.6656 1.46 -0.98 -0.74 0.367

***

Record 4
74
Properties=species:S:1:pos:R:3:forces:R:3:mulliken_charge:R:1 method="wB97M-V/def2-TZVPD" smiles=OCCO.OCCO.CO.CO.CO.CO.CO.CO.CO.CO.CO lumo_ev=0.26 de_lowest_kj_mol=5.25 total_energy_ev=-40872.35878 mol_weight_g_mol=412.51
C 8.7760 11.9423 13.4866 -0.17 0.51 -0.18 -0.543
O 9.4451 13.0076 12.8125 -0.26 -0.09 0.12 -0.484
H 8.7344 11.0573 12.8431 -0.02 -0.08 0.31 0.099
H 9.2373 11.7536 14.4585 0.09 -0.25 -0.12 0.317
H 7.7662 12.2940 13.6748 -0.17 -0.14 -0.04 0.255
H 10.3677 12.7470 12.7383 0.55 0.15 -0.12 0.275
C 8.5149 15.2993 6.7777 -0.31 0.71 -0.66 -0.364
O 8.4650 16.7333 6.7235 0.14 0.01 0.34 -0.567
H 8.3859 15.0074 7.8210 -0.08 -0.03 -0.24 -0.061
H 7.7431 14.8839 6.1319 -0.27 -0.26 0.31 0.412
H 9.4552 14.9202 6.3953 0.46 -0.08 0.10 0.251
H 8.3427 17.0667 5.8269 0.03 -0.44 0.12 0.296
C 7.8860 11.5161 5.5301 -0.42 -0.51 -0.23 -0.733
O 7.4984 11.8256 6.8544 -0.07 -0.18 -0.51 -0.295
H 8.6792 12.1608 5.1563 -0.05 0.24 -0.07 0.274
H 8.1962 10.4816 5.3717 0.38 -0.22 0.51 0.210
H 7.0026 11.5532 4.9065 -0.20 0.61 -0.20 0.311
H 8.2713 11.7166 7.4221 0.27 0.04 0.56 0.286
C 13.1955 13.6146 12.4456 -0.51 -0.14 0.34 -0.660
O 12.2710 12.5354 12.7274 0.87 0.03 -0.40 -0.545
H 14.1107 13.4727 13.0312 -0.13 0.18 -0.12 0.321
H 13.4220 13.6846 11.3806 -0.02 0.01 0.03 0.291
H 12.6598 14.4862 12.7746 0.16 0.64 0.01 0.257
H 12.8250 11.7814 12.5229 -0.46 -0.71 0.08 0.257
C 9.2338 7.8789 7.4408 -0.08 0.45 -0.04 -0.165
O 9.9940 6.7989 7.9498 -0.18 0.40 -0.05 -0.543
H 8.3082 8.0458 8.0112 0.02 -0.21 -0.18 0.154
H 9.7587 8.8572 7.4445 0.09 -0.51 0.02 -0.086
H 8.9913 7.6432 6.4063 -0.13 0.05 0.00 0.337
H 9.9319 6.8546 8.9073 0.30 -0.16 0.36 0.291
C 11.5882 10.8626 6.3822 -0.02 0.17 0.28 -0.166
O 12.9226 11.0951 5.9880 0.26 -0.04 -0.23 -0.566
H 11.0349 11.7981 6.4299 -0.22 0.14 0.08 0.040
H 11.0627 10.1788 5.7083 0.06 -0.14 0.15 0.303
H 11.6472 10.4636 7.3955 -0.21 -0.15 -0.16 0.074
H 12.8960 11.4807 5.1109 0.17 0.05 -0.13 0.299
C 10.6359 7.7875 11.8588 -0.08 -0.55 -0.07 -0.415
O 10.1605 6.7871 10.9741 -0.03 -0.35 -0.87 -0.512
H 9.7981 8.3673 12.2223 -0.05 0.48 0.20 0.157
H 11.1658 7.3372 12.7008 0.08 0.13 0.02 0.315
H 11.3248 8.3957 11.2662 -0.17 0.02 0.24 0.183
H 9.5632 6.1429 11.3678 0.17 0.31 0.36 0.267
C 9.8830 11.0647 9.7988 -0.14 0.64 -0.08 -0.408
O 9.3720 11.9533 8.8066 0.24 -0.66 -0.48 0.556
H 9.1478 10.9113 10.5947 -0.03 -0.25 -0.12 -0.152
H 10.1468 10.1314 9.2989 -0.10 0.03 0.18 0.057
H 10.7710 11.5079 10.2515 0.21 -0.12 0.06 0.210
H 9.0077 12.7415 9.2275 -0.18 0.31 0.51 -0.025
C 7.3291 14.8648 10.5343 -0.18 -0.35 -0.04 -1.025
O 8.4273 13.9621 10.4081 -0.51 0.43 -0.40 -0.366
H 7.6766 15.8619 10.8030 -0.05 0.14 -0.21 0.291
H 6.7774 14.8414 9.5998 0.10 0.32 -0.21 0.376
H 6.6077 14.5414 11.2872 0.14 -0.14 0.20 0.353
H 8.7407 13.7800 11.2964 0.51 -0.42 0.65 0.166
C 5.5890 11.7335 9.8349 0.35 0.39 -0.11 0.071
C 5.9578 10.2354 9.8438 -0.54 1.64 0.20 -0.037
O 6.3302 9.9996 11.2017 -0.05 -0.31 -0.13 -0.520
O 5.1932 12.2672 8.5877 -0.08 -0.41 -0.21 -0.586
H 6.4834 12.2614 10.1921 -0.14 0.03 0.21 -0.278
H 4.7411 11.9578 10.4927 0.32 -0.35 0.16 0.429
H 6.8064 10.1081 9.1696 -0.06 -0.34 -0.14 -0.129
H 5.0592 9.7151 9.5131 0.19 -0.59 0.07 0.408
H 6.4321 9.0572 11.3512 -0.02 -0.09 -0.06 0.278
H 5.8774 12.0896 7.9262 0.17 0.04 -0.05 0.471
C 10.6008 16.4087 9.2494 2.22 -2.17 -0.55 -0.073
C 11.3660 15.0600 9.1552 0.16 0.18 0.50 0.732
O 12.7098 15.1474 8.6780 0.03 0.03 0.24 -0.622
O 11.2587 17.0475 10.3390 -0.81 0.17 -0.33 -0.533
H 9.5820 16.0935 9.4047 -0.62 0.58 0.35 -0.072
H 10.7410 16.9409 8.3034 -0.33 0.22 0.15 0.345
H 10.8113 14.2512 8.6812 -0.15 0.18 -0.48 -0.172
H 11.4663 14.7365 10.2062 0.05 0.10 -0.34 -0.199
H 12.7926 15.3276 7.7347 -0.51 -0.04 0.15 0.312
H 10.8821 17.9210 10.3539 0.02 0.72 0.39 0.313